Computed, not measured: C3H2O3Tb as an isolated structure at a distorted geometry, with wB97M-V/def2-TZVPD.

Structure (XYZ):
```
9
Properties=species:S:1:pos:R:3:forces:R:3
O 0.433741 0.328307 0.668014 -1.8 0.2 0.1
C -0.944571 -0.056544 0.850752 0.6 1.5 1.7
C -1.167480 -1.367164 0.528045 0.2 -2.8 -1.4
O -0.382414 -2.165054 -0.036638 -3.7 0.8 1.3
Tb 1.570406 -1.509927 -0.216792 4.1 -0.6 -1.1
H -1.553756 0.596701 1.467192 -0.1 0.0 -0.3
C 0.144866 1.364456 -0.184779 0.7 0.2 -1.4
O 0.782834 1.012383 -1.311877 0.4 0.0 2.0
H 1.116374 1.796842 -1.763917 -0.5 0.6 -0.9
```
Positions in Å, forces in eV/Å.

Computed properties:
Multiplicity ... 8
Total charge ... +2
LUMO level (alpha / beta) ... -9.4 / -12.3 eV
ΔE to the lowest compared entry with this formula, charge and spin ... 8.181 eV
Kohn-Sham gap (alpha / beta) ... 0.3345 / 0.2370 Ha
Highest occupied orbital energy (alpha / beta) ... -0.6805 / -0.6876 hartree



Computed, not measured: C3H2O3Y as an isolated structure at a distorted geometry, with wB97M-V/def2-TZVPD.

Structure (XYZ):
```
9
Properties=species:S:1:pos:R:3:forces:R:3
H -0.524045 -1.341395 1.579964 1.2 -1.0 -0.7
O 1.244905 -1.076355 0.436840 2.0 2.7 -1.2
C -0.088630 -1.294759 0.521171 -3.1 0.4 1.4
C -0.856453 -0.020462 0.134513 -0.2 -1.4 -0.9
C -2.243423 -0.063041 -0.042654 -2.4 0.9 0.6
O -0.214985 1.023676 -0.224181 2.0 0.7 -0.3
O -3.387110 0.028024 0.026182 2.2 -0.5 -0.3
Y 1.983078 0.729770 -0.323786 -2.0 -2.0 1.1
H -0.457623 -2.149376 -0.078944 0.3 0.2 0.4
```
Positions in Å, forces in eV/Å.

Computed properties:
Multiplicity ... 2
Total charge ... +2
LUMO level (alpha / beta) ... -10.7 / -10.7 eV
ΔE to the lowest compared entry with this formula, charge and spin ... 0.212 eV
Kohn-Sham gap (alpha / beta) ... 0.2433 / 0.3233 Ha
Highest occupied orbital energy (alpha / beta) ... -0.6368 / -0.7183 hartree



Computed, not measured: one molecule with the formula C3H2O4S at a distorted geometry, with wB97M-V/def2-TZVPD.

Structure (XYZ):
```
10
Properties=species:S:1:pos:R:3:forces:R:3
C 0.351020 0.060383 -0.682427 -0.8 1.9 3.1
C 0.390507 1.296982 1.050485 1.2 -0.3 -3.1
C -1.057114 0.420910 -0.273369 -0.7 -0.8 -0.8
O 1.238587 1.975173 1.437983 -0.3 -0.3 0.9
O 0.036012 -2.599112 -0.440829 0.8 1.1 0.9
O 2.262565 -1.576208 -0.752032 1.5 -0.5 0.9
O -0.885583 1.136312 0.990886 0.0 0.4 0.6
S 0.922498 -1.443014 -0.305244 -1.9 -0.8 -2.7
H -1.529133 1.125191 -0.999112 0.4 -0.5 0.6
H -1.729360 -0.396616 -0.026341 -0.2 -0.1 -0.3
```
Positions in Å, forces in eV/Å.

Computed properties:
Multiplicity ... 1
LUMO level (alpha / beta) ... -1.7 / -1.7 eV
ΔE to the lowest compared entry with this formula, charge and spin ... 5.300 eV
Kohn-Sham gap (alpha / beta) ... 0.3080 / 0.3079 Ha
Highest occupied orbital energy (alpha / beta) ... -0.3720 / -0.3720 hartree



Computed, not measured: a 11-piece molecular cluster, C3H30NO10S2 overall at a distorted geometry, with wB97M-V/def2-TZVPD.

Structure (XYZ):
```
46
Properties=species:S:1:pos:R:3:forces:R:3
N -0.383913 -2.057913 -0.624520 2.2 1.6 -5.9
C 0.898045 -2.631546 -1.378601 -2.1 0.5 2.5
C 0.937510 -3.996032 -0.749745 2.5 -4.5 -1.5
C 2.022563 -1.665516 -1.353133 -0.5 2.1 2.0
S 2.597911 -1.748338 0.366611 -1.4 -2.3 0.1
S 3.374329 -0.127530 1.013674 6.9 -1.1 -0.9
H -0.257409 -1.827566 0.315954 0.2 0.5 2.2
H -0.782189 -1.308701 -1.207541 0.8 1.0 0.8
H -1.155932 -2.647141 -0.810069 -0.8 -2.0 1.0
H 0.729287 -2.582903 -2.417484 -1.5 -0.9 -1.3
H 1.776228 -4.316925 -0.088254 0.4 1.2 -0.9
H 0.226497 -4.512016 -0.049280 -0.8 1.4 -1.3
H 1.101672 -4.682652 -1.695560 -0.6 0.7 2.1
H 2.865319 -1.927113 -1.918138 0.7 -0.5 -1.4
H 1.578405 -0.670345 -1.673999 0.9 -0.9 0.5
H 2.470695 0.588096 1.262995 -5.4 3.7 1.5
H -4.203915 2.036524 0.145030 0.1 0.8 0.7
H -5.136421 2.051992 -1.086620 0.0 0.0 0.3
O -4.459880 1.548716 -0.620095 -0.1 -0.7 -1.0
H 0.979064 3.413786 3.096149 -0.8 2.1 0.6
H 1.113363 2.286785 2.204271 0.3 -0.1 0.7
O 1.453145 2.618419 3.066800 0.7 -1.8 -0.9
H -1.144986 4.075389 -1.405714 -1.6 -1.0 -2.8
H -2.368600 3.303009 -2.229639 0.8 0.5 0.6
O -1.568266 3.860781 -2.328251 0.5 0.6 2.2
H 0.320749 1.728031 0.129808 -0.6 0.2 -0.6
H -0.890417 2.160576 1.091108 -0.5 0.6 -0.4
O -0.022236 1.757125 1.026113 1.1 -0.9 0.1
H 0.470420 1.644182 -2.902639 0.2 1.2 -1.6
H 1.489114 1.833916 -1.622855 0.3 0.3 -1.1
O 0.676666 1.492014 -1.997353 -0.2 -1.6 3.3
H -0.200759 -0.322723 3.004991 -0.2 -1.0 0.0
H -0.093459 0.014266 1.644051 0.2 1.0 -1.3
O -0.377652 -0.742971 2.137414 -0.2 -0.1 1.4
H -3.898780 -2.215546 3.040594 -0.3 0.4 0.4
H -2.824985 -1.417847 2.213597 0.3 1.2 0.2
O -3.158732 -2.267091 2.446694 -0.2 -1.3 0.4
H -0.601987 2.142320 -4.995397 2.1 0.3 1.6
H -0.801555 3.322862 -4.165932 2.7 -1.6 1.0
O -0.058643 2.578060 -4.234794 -4.6 1.1 -3.1
H -2.371261 -3.343571 1.132865 -0.3 0.6 -1.1
H -3.247173 -2.471901 0.241655 -1.0 0.2 0.1
O -2.422974 -2.933388 0.230480 0.1 -1.5 0.5
H -2.599468 3.248969 2.125143 -1.5 0.0 2.8
H -1.841239 4.338774 1.258900 -1.0 -2.4 0.6
O -2.151107 3.367752 1.340237 2.2 2.4 -3.2
```
Positions in Å, forces in eV/Å.

Computed properties:
Multiplicity ... 1
Total charge ... +1
LUMO level ... -2.9 eV
Kohn-Sham gap ... 0.3221 Ha
Highest occupied orbital energy ... -0.4268 hartree



Computed, not measured: a 11-piece molecular cluster, C3H30NO12 overall at a distorted geometry, with wB97M-V/def2-TZVPD.

Structure (XYZ):
```
46
Properties=species:S:1:pos:R:3:forces:R:3
C 2.358985 1.969079 -1.489903 -0.3 2.0 1.7
O 2.006244 2.882473 -0.409940 0.2 -0.7 -0.6
C 1.299448 1.060912 -2.029004 -0.8 -1.8 0.3
C 1.890192 0.102003 -3.088081 -0.9 2.5 -3.1
O 0.724741 -0.435989 -3.740583 0.5 -0.6 0.5
N 0.680201 0.169709 -0.939250 2.4 -0.9 -0.3
H 3.116259 1.387988 -0.935627 0.4 0.2 -1.2
H 2.619910 2.696755 -2.278026 0.8 -1.2 -0.2
H 1.134529 3.294583 -0.465243 0.0 -0.3 0.0
H 0.444965 1.557123 -2.487322 0.3 0.2 -0.1
H 2.359856 0.801009 -3.901712 -0.3 -1.1 1.6
H 2.622710 -0.671171 -2.883359 0.0 0.1 0.9
H 1.001332 -1.228186 -4.216360 -0.2 0.1 -0.1
H 0.345139 0.645999 -0.114893 -0.1 0.5 0.1
H -0.031073 -0.501730 -1.217793 -0.5 0.5 -0.8
H 1.461228 -0.447606 -0.659756 -0.3 0.3 0.7
H -2.369567 -0.259092 -1.829995 0.2 0.0 0.3
H -1.905788 1.145162 -2.222237 -0.1 0.1 0.1
O -1.839768 0.508026 -1.502604 -0.5 0.0 -0.4
H -2.183994 1.193745 3.362038 0.0 -0.3 -0.2
H -2.131241 1.128828 1.784065 -0.2 -0.4 0.3
O -1.944003 1.663477 2.560860 0.2 0.8 -0.1
H 0.587309 -3.659430 -0.277639 0.1 0.0 -0.1
H 1.249010 -3.886216 -1.639013 0.0 0.0 0.1
O 0.941187 -3.194222 -1.042936 0.0 0.1 0.0
H -0.604941 3.281884 1.621634 0.2 -0.4 -0.1
H 0.243744 2.013243 1.626344 0.1 0.2 0.3
O 0.144450 2.855669 1.172251 -0.9 0.5 0.2
H -3.991111 -0.892287 1.928912 0.0 0.0 0.0
H -3.149719 -0.700848 3.148676 0.3 -0.3 0.2
O -3.175127 -1.216940 2.336095 -0.8 0.6 -0.1
H -2.763068 -2.377807 -1.066413 -0.2 -0.5 -0.3
H -3.029621 -2.474004 -2.656782 0.0 -0.3 0.3
O -2.959721 -1.898715 -1.893594 0.1 0.7 -0.1
H -0.082135 -0.050943 3.528942 0.1 -0.1 0.2
H -0.571112 -1.282708 4.374850 0.3 0.2 0.1
O -0.819418 -0.641754 3.702963 -0.3 -0.1 0.0
H 1.980809 -1.247765 2.094192 0.1 -0.1 -0.1
H 2.671372 0.062473 1.658442 -0.3 0.1 0.0
O 2.103347 -0.664885 1.339412 0.1 0.0 0.1
H 2.626514 2.566140 1.261819 -0.1 -0.1 0.5
H 2.885413 2.286277 2.836238 0.1 0.4 -0.3
O 2.715478 1.899604 1.974547 0.2 -0.5 0.0
H -3.364416 -2.572016 1.141021 0.4 -0.3 -0.1
H -2.365833 -3.712580 1.039804 -0.1 0.0 -0.1
O -2.932704 -3.155266 0.494948 -0.1 -0.2 0.1
```
Positions in Å, forces in eV/Å.

Computed properties:
Multiplicity ... 1
Total charge ... +1
LUMO level ... -2.5 eV
ΔE to the lowest compared entry with this formula, charge and spin ... 0.000 eV
Kohn-Sham gap ... 0.4040 Ha
Highest occupied orbital energy ... -0.4971 hartree